This record from the OMol25 dataset describes a structure of composition C51H40BrCl4F3N2O4SSbW. The level of theory is ωB97M-V/def2-TZVPD.

The geometry in XYZ format:
```
108
Properties=species:S:1:pos:R:3:lowdin_charge:R:1
W 0.3914 1.0369 0.4239 1.4412
C -3.2804 1.7585 3.0160 -0.0828
C -3.5712 0.4957 2.2450 -0.2969
C -4.8911 0.1129 2.0263 -0.0354
C -5.2032 -1.1334 1.5064 -0.0623
C -4.1936 -2.0487 1.2528 -0.0410
C -2.8616 -1.7068 1.4540 -0.2105
C -1.7921 -2.7702 1.4180 -0.0210
C -2.5701 -0.3975 1.8613 -0.2839
N -1.1575 -0.1184 2.0215 0.0367
C -0.6903 -0.4380 3.1715 -0.2320
C -1.5091 -0.7732 4.3773 0.0296
C 0.7873 -0.6021 3.2714 -0.2293
C 1.3731 -1.1476 4.5322 0.0275
N 1.4236 -0.3465 2.2035 0.0905
C 2.8257 -0.6745 2.1586 -0.2158
C 3.7792 0.1455 2.7602 -0.2221
C 3.4113 1.3256 3.6175 -0.0241
C 5.1180 -0.1811 2.5654 -0.0359
C 5.4844 -1.2922 1.8248 -0.0448
C 4.5105 -2.1324 1.3040 -0.0245
C 3.1641 -1.8463 1.4756 -0.2052
C 2.0969 -2.8017 1.0057 -0.0256
H -3.8185 2.6046 2.5915 0.0815
H -2.2230 2.0120 3.0255 0.0490
H -3.6211 1.6380 4.0482 0.0937
H -5.6831 0.7987 2.3017 0.1248
H -6.2374 -1.4092 1.3475 0.1138
H -4.4345 -3.0529 0.9251 0.1190
H -2.1149 -3.6254 0.8290 0.0782
H -1.6064 -3.1331 2.4344 0.0946
H -0.8454 -2.4141 1.0143 0.0486
H -2.5476 -0.4865 4.2630 0.0859
H -1.0838 -0.2710 5.2471 0.1082
H -1.4705 -1.8462 4.5781 0.1073
H 0.7994 -2.0034 4.8866 0.0981
H 1.3290 -0.3820 5.3108 0.1129
H 2.4088 -1.4407 4.3934 0.0980
H 2.3743 1.6280 3.5118 0.0551
H 4.0179 2.1908 3.3564 0.0673
H 3.6035 1.0982 4.6696 0.0967
H 5.8779 0.4554 3.0021 0.1248
H 6.5313 -1.5186 1.6708 0.1168
H 4.7963 -3.0260 0.7621 0.1223
H 2.5347 -3.5890 0.3947 0.0863
H 1.3226 -2.3017 0.4226 0.0347
H 1.5998 -3.2780 1.8564 0.0923
O 1.4243 3.8687 2.9973 0.1486
C 0.9245 3.5792 1.9522 -0.4883
O 0.3252 2.3657 1.7803 -0.3290
C 0.7560 4.5374 0.8158 -0.1422
C 0.7579 5.8801 1.1948 0.0028
C 0.5301 6.8886 0.2785 -0.0485
C 0.2978 6.5655 -1.0495 -0.0514
C 0.3147 5.2415 -1.4511 -0.1001
C 0.5468 4.2235 -0.5302 -0.5269
S 0.7635 2.6278 -1.2628 0.7391
H 0.9320 6.1058 2.2379 0.1267
H 0.5252 7.9203 0.6019 0.1137
H 0.1070 7.3415 -1.7785 0.1152
H 0.1576 4.9828 -2.4903 0.1082
Cl 7.0382 1.3716 -1.1465 0.7247
C 5.3979 0.8860 -1.0469 -0.6851
C 4.9435 -0.1943 -1.8098 -0.6936
Cl 6.0200 -1.0479 -2.8390 0.7142
C 3.6072 -0.5914 -1.7304 -0.5899
Cl 3.0130 -1.9722 -2.5650 0.7980
C 2.7719 0.1191 -0.8965 -0.3600
O 1.4424 -0.1316 -0.7288 -0.4091
C 3.2206 1.1569 -0.0994 -0.3883
O 2.3057 1.6162 0.7555 -0.2788
C 4.5356 1.5685 -0.1803 -0.5942
Cl 5.0575 2.8872 0.7834 0.7879
F 2.1221 -0.7879 -7.0538 0.0855
C 1.4275 -0.6911 -5.9140 -0.2758
C 0.4324 -1.6132 -5.6564 0.0123
C -0.2763 -1.5106 -4.4683 -0.1127
C 0.0143 -0.5015 -3.5504 -0.3699
C 1.0153 0.4186 -3.8502 -0.1500
C 1.7289 0.3291 -5.0344 0.0038
Sb -1.1605 -0.4182 -1.7774 1.5549
C -1.5496 -2.5018 -1.7210 -0.3888
C -0.4615 -3.3698 -1.6402 -0.1361
C -0.6570 -4.7412 -1.6488 0.0143
C -1.9511 -5.2210 -1.7542 -0.2751
F -2.1463 -6.5452 -1.7643 0.0844
C -3.0454 -4.3843 -1.8636 0.0067
C -2.8365 -3.0112 -1.8459 -0.1089
C -2.9875 0.3168 -2.5381 -0.3979
C -3.0703 0.7146 -3.8660 -0.0935
C -4.2764 1.1700 -4.3849 0.0104
C -5.3766 1.2133 -3.5545 -0.2714
F -6.5427 1.6526 -4.0454 0.0812
C -5.3202 0.8262 -2.2263 0.0125
C -4.1129 0.3831 -1.7165 -0.1658
H 0.2215 -2.3921 -6.3763 0.1276
H -1.0582 -2.2312 -4.2641 0.1046
H 1.2690 1.2090 -3.1634 0.0195
H 2.5174 1.0296 -5.2752 0.1306
H 0.5510 -2.9789 -1.5918 0.0611
H 0.1699 -5.4360 -1.5897 0.1277
H -4.0350 -4.8076 -1.9717 0.1280
H -3.6867 -2.3475 -1.9377 0.1012
H -2.2004 0.6751 -4.5102 0.0987
H -4.3660 1.4889 -5.4142 0.1263
H -6.2085 0.8875 -1.6119 0.1251
H -4.0507 0.1086 -0.6699 0.0635
Br -1.9638 2.1586 0.1225 0.4303
```

Values from the calculation:
**E_LUMO**: -5.08 eV
**Highest occupied orbital energy**: -10.639 eV
**HOMO-LUMO gap**: 5.559 eV
**Charge**: +1